Entry from the Open Molecules 2025 dataset: a cluster of 6 separate species, C39H65O11PS5 in total at a distorted geometry (the ωB97M-V functional and the def2-TZVPD basis).

* total charge: 0
* Kohn-Sham gap: 8.060 eV
* highest occupied orbital energy: -8.108 eV

Last column: Mulliken charge in e.
CARTESIAN COORDINATES (ANGSTROEM)
H: 4.56540 2.19761 -3.02893  0.362
H: -1.90249 3.80198 2.66268  0.136
H: 0.78446 -0.91096 3.02374  0.149
H: -4.65569 6.41817 1.25922  0.351
C: -2.71576 3.76063 1.94589  -0.387
H: -2.48700 6.70889 0.24440  0.389
H: 1.31916 4.19777 2.38648  0.368
C: -3.34393 0.52450 -0.39449  -1.120
C: -3.80509 6.20318 1.90265  -0.781
S: -4.32494 -5.11985 1.57105  1.166
H: -3.11461 4.34363 -0.08414  0.047
C: 2.05297 -3.94102 2.27746  -0.903
C: 0.99854 1.69637 -2.48889  -1.671
C: 0.44928 -0.73791 -4.05588  -0.814
C: 1.07601 -3.31357 1.28901  -0.071
C: 1.70207 -1.30409 2.59418  -0.849
C: -6.38830 -5.17390 3.18543  -0.574
C: 4.58373 -3.02045 -1.44817  -1.894
H: 4.61422 -2.10034 -0.86571  0.363
H: -6.43451 -6.14544 1.20347  0.404
C: -1.95372 0.41629 -0.42203  0.094
H: -3.71170 3.15846 -2.52089  0.445
H: 3.30919 1.87679 4.73553  0.274
H: 0.73931 1.69157 -0.37099  0.114
O: -3.94078 4.70902 4.10109  -0.707
C: 2.27007 3.73250 4.31511  -0.646
H: -1.55317 -3.10088 -3.05430  0.504
C: 2.69992 -4.57499 -2.14644  -1.220
C: -3.24871 2.38950 -1.92131  -1.099
H: 5.26474 -2.89137 -2.28598  0.403
S: 2.19606 -2.72222 3.58359  1.304
C: -2.50143 6.04599 1.10841  -0.830
H: 1.71355 -4.88006 2.70804  0.509
C: -1.85460 2.29252 -1.92321  0.008
C: -6.10818 -5.22801 1.68702  -0.761
C: -5.46814 -4.07977 3.74550  -0.688
C: 1.48743 -1.84079 1.17637  1.339
H: 1.03179 -5.78816 -2.69100  0.412
H: 4.91069 5.97770 -2.36131  0.280
H: -6.14719 -6.13574 3.64263  0.296
O: 1.17410 -2.97627 4.57031  -0.694
H: 2.63716 -1.20475 -1.99637  0.471
H: 6.43543 5.99562 -3.24689  0.369
H: 0.05712 -3.38881 1.67648  0.301
H: 0.91595 2.78235 -2.50233  0.823
S: -4.11202 4.60149 2.67178  1.196
H: -7.43729 -4.96115 3.38428  0.345
H: 3.35522 -5.42321 -2.00823  0.407
C: 1.95741 3.44378 2.84087  -0.840
H: 0.73612 -1.25347 0.64979  -1.013
H: 3.04364 -4.06359 1.83981  0.303
C: -4.00196 1.50254 -1.14973  -0.459
O: -5.33309 4.05815 2.12917  -0.683
C: 1.37741 -4.77598 -2.54110  -0.299
O: 2.33644 4.65851 -3.53795  -0.628
H: -6.52007 -4.36174 1.17026  0.344
H: 5.35521 4.99018 -5.22980  0.347
H: 2.06720 1.48708 -2.45223  0.370
H: 2.41499 -1.77052 0.60521  -0.091
O: 0.21376 -1.29364 -2.75795  -0.243
H: -0.27574 -1.14856 -4.76212  0.297
H: -2.98192 2.72543 1.74570  0.315
O: -3.95775 -4.22192 0.50572  -0.573
H: -1.61012 -5.72358 -4.22968  0.423
H: -0.98678 -5.85830 -1.95310  0.367
H: -5.07891 1.57369 -1.14882  0.423
H: 2.48385 -0.55242 2.65284  0.706
H: -0.19144 -4.91129 -4.88209  0.408
C: 0.32217 1.15627 -1.22238  1.940
C: -1.53361 -4.92151 -1.88699  -1.765
H: -1.65341 6.31584 1.74272  0.296
C: 5.50645 5.44576 -3.10601  -0.575
C: -2.38929 4.56993 0.69809  0.097
S: 3.51911 4.04862 -4.09255  1.189
C: 0.46556 -3.71991 -2.71458  -0.160
H: -1.47635 -0.36200 0.15697  0.340
H: 6.51104 3.54173 -3.28639  0.307
H: -1.27387 2.98003 -2.51725  0.451
H: -3.47636 -4.99285 3.77047  0.368
C: -0.98047 -4.02243 -3.02424  0.972
H: 0.61250 0.11933 -1.09160  -1.699
C: 5.76012 4.00396 -2.64330  -0.746
H: -1.80666 -4.19833 -5.03425  0.333
C: 4.43331 3.24386 -2.76536  -0.427
H: 4.19931 6.24162 -4.69673  0.410
H: -3.92295 -0.16197 0.20110  0.609
H: 2.85987 3.31456 2.24680  0.371
O: -0.29118 2.07817 2.42920  -0.571
H: -3.73780 6.95188 2.68764  0.445
C: 1.18158 1.56159 4.57945  -0.594
H: 0.25653 1.92455 5.02712  0.382
C: 2.30145 -2.22250 -2.15043  0.382
C: 3.17821 -3.28183 -1.91291  0.679
C: 4.72466 5.33388 -4.41057  -0.758
O: 1.89017 0.89856 2.13019  -0.658
C: -1.13989 -4.75387 -4.37934  -1.654
H: 2.40076 2.49468 6.11430  0.414
H: 4.94718 -3.81519 -0.80335  0.395
C: 2.38649 2.37966 5.03220  -0.608
H: -1.40127 4.31827 0.31537  0.139
H: -3.52061 -3.39202 2.99078  0.301
H: 1.28261 0.49078 4.74154  0.314
H: 1.43478 -1.03523 -4.41174  0.567
O: 3.57457 -2.58771 3.98486  -0.722
C: -1.17856 1.29791 -1.19710  0.606
H: -1.28550 -4.48671 -0.92155  0.185
H: 3.82924 3.32550 -1.86384  0.252
S: 1.07976 1.87273 2.82044  1.081
H: 6.13634 3.96715 -1.62230  0.328
H: -2.59994 -5.09567 -1.96396  0.541
C: 0.97505 -2.43055 -2.55378  -0.094
O: -3.77321 -6.44939 1.62792  -0.696
H: -5.44064 -4.09268 4.83365  0.333
H: 1.45757 4.31103 4.75831  0.282
H: 1.38228 1.38310 -4.94439  -0.014
P: 0.28155 1.12812 -4.10315  -0.147
O: 3.42865 3.16975 -5.22901  -0.685
H: 3.18114 4.32048 4.41104  0.361
H: -5.83775 -3.09984 3.43817  0.307
H: 1.10617 -3.81548 0.32128  -0.239
C: -4.06954 -4.31486 3.16024  -0.562


Entry from the Open Molecules 2025 dataset: a structure of composition C39H66Br2FeGeN2O2 at a distorted geometry (the ωB97M-V functional and the def2-TZVPD basis).

* total charge: -2
* Kohn-Sham gap (spin up / spin down): 5.340 / 5.760 eV
* <S²>: 6.010
* highest occupied orbital energy (spin up / spin down): -1.158 / -1.579 eV
* multiplicity: 5

Last column: Mulliken spin population.
CARTESIAN COORDINATES (ANGSTROEM)
C: 0.00885 -18.65133 -19.81056  0.001
C: 1.11774 -20.81055 -7.42687  0.000
H: -4.61189 -22.36171 -11.01422  0.000
H: -5.81855 -22.13119 -8.14901  0.000
H: -4.24394 -16.13333 -10.32367  -0.005
C: -0.72445 -16.73222 -11.74639  -0.007
H: 1.36131 -16.82630 -18.23016  0.000
C: -3.58240 -14.31001 -12.14356  -0.007
C: -3.23207 -15.80218 -10.35134  0.028
H: -3.99966 -19.93741 -18.30979  0.000
H: -4.92011 -18.69877 -9.53215  0.000
C: -3.06510 -20.51028 -9.68267  0.007
C: -0.04421 -19.04815 -17.35390  0.000
H: -0.73758 -23.46018 -8.72140  0.000
C: 0.00457 -18.15386 -16.31429  0.002
H: -7.97385 -13.31499 -14.30635  0.000
C: -2.00299 -20.94929 -8.90418  -0.003
C: -0.58182 -17.33095 -14.11083  0.006
C: -7.79106 -13.48636 -13.23284  -0.001
H: 0.38129 -20.40944 -6.73925  0.000
Br: -2.61884 -14.87887 -16.04670  0.006
H: -8.52601 -12.96491 -12.56079  0.000
H: -6.39375 -11.33213 -14.82989  0.000
H: -2.31209 -21.50218 -7.97405  0.000
C: -0.83266 -19.03246 -12.51137  0.027
C: -2.73317 -22.23373 -17.53657  0.000
C: -0.29968 -22.93737 -7.86836  0.000
H: -0.72272 -17.84847 -19.62281  0.000
H: -6.22607 -21.76184 -10.58290  0.000
H: -7.21905 -10.97792 -11.38553  0.000
N: -2.88911 -15.57675 -11.77284  -0.049
C: -4.55218 -20.84541 -9.42582  0.000
C: -4.37491 -20.48512 -17.45845  -0.001
C: -4.75944 -21.92107 -8.30483  0.000
H: -0.98492 -14.76014 -10.97734  -0.002
H: -7.74291 -14.60498 -13.11349  0.001
H: -1.15675 -19.65583 -13.36075  -0.007
H: -5.30282 -19.41974 -7.92912  0.000
C: -5.16974 -21.45059 -10.74708  0.000
C: -0.92433 -18.21200 -15.28432  0.008
C: 1.89933 -17.75662 -18.37007  0.000
H: -5.29356 -12.65747 -15.29936  0.000
C: 1.62755 -20.27168 -18.66028  0.001
H: 2.26827 -20.27289 -19.55594  0.000
H: 0.25413 -19.12734 -12.55447  0.005
H: 1.82635 -21.47953 -6.93884  0.000
N: -1.21821 -17.63461 -12.81675  -0.037
H: -4.65671 -11.20046 -14.40457  0.000
Br: -6.08881 -17.41472 -12.75553  0.050
H: -3.92260 -20.89853 -14.53549  -0.003
H: 1.66495 -20.05623 -7.98244  0.000
O: -3.57556 -19.09764 -11.62306  0.062
H: 1.15078 -22.75041 -10.21436  0.000
C: -1.09702 -19.97727 -17.36708  -0.002
H: -1.08656 -22.69512 -7.14976  0.000
C: -2.13502 -19.05428 -15.39217  -0.045
Ge: -6.03139 -12.65417 -12.79393  0.000
H: 2.33385 -22.68799 -8.87457  0.000
H: 0.87956 -21.04819 -18.65237  0.000
H: -4.95637 -19.81616 -16.79539  0.000
H: 2.59149 -17.63032 -19.24786  0.000
H: -0.88942 -17.17088 -10.74538  -0.003
H: -3.86732 -16.99242 -16.02548  -0.003
Fe: -3.55216 -17.39712 -13.36155  3.725
H: 2.09948 -21.25655 -9.84306  0.000
H: -4.71642 -15.65722 -14.96522  0.006
H: -5.36888 -14.06794 -10.86479  0.002
C: 0.38471 -21.69796 -8.45013  0.000
H: -5.56157 -15.10627 -12.32999  -0.006
H: -4.33522 -22.88145 -8.50443  0.000
C: -1.37177 -15.38025 -11.84025  0.048
H: -5.04351 -21.26275 -17.82570  0.000
C: -0.66670 -20.89322 -9.25468  0.002
H: 0.63226 -18.28385 -20.61595  0.000
H: -3.02037 -13.49095 -11.62300  0.003
H: -5.68939 -11.48919 -10.52839  0.000
H: -5.10713 -20.73341 -11.58669  0.000
C: 0.85751 -18.94263 -18.55183  0.001
H: -4.33751 -21.59070 -7.33588  0.000
C: 1.54586 -22.14922 -9.39969  0.000
C: -1.29104 -19.58713 -11.21835  -0.031
H: -2.71337 -16.57640 -9.78444  0.003
H: 0.43375 -16.63698 -11.86432  0.003
H: -2.77868 -21.84437 -18.55783  0.000
C: -2.67402 -19.70954 -10.92187  0.002
H: -3.52287 -23.01602 -17.47349  0.000
H: 0.51765 -17.61800 -13.91340  0.006
C: -2.07910 -20.09087 -16.41782  0.015
O: -3.16751 -18.87952 -14.66125  0.083
H: -4.63281 -22.22672 -15.46812  0.000
H: 0.85656 -17.54186 -16.27031  0.000
C: -5.31265 -19.58925 -9.01188  0.001
H: -1.76500 -22.68060 -17.38437  0.000
C: -5.52009 -11.90209 -14.51210  0.000
C: -5.07651 -14.19730 -11.94187  0.025
C: -0.31911 -20.21783 -10.39377  0.002
H: -5.59804 -10.21570 -11.77145  0.000
H: -6.34718 -19.63645 -9.28592  0.000
C: -6.14518 -11.16417 -11.47830  0.000
H: -1.04840 -14.92299 -12.79033  0.000
H: -1.17831 -20.64556 -18.23517  0.000
C: -3.79634 -16.21885 -15.25515  0.074
C: -3.72522 -21.65540 -15.25787  0.008
H: 2.46841 -17.89546 -17.45430  0.000
H: 0.43290 -23.63895 -7.39347  0.000
H: -2.98969 -22.35455 -14.81017  0.000
H: 2.35481 -20.38536 -17.83016  0.000
H: -0.56380 -19.54769 -20.14340  0.000
C: -3.21927 -21.09382 -16.62754  0.002
H: -3.33474 -14.22282 -13.21299  -0.002
H: -0.62168 -16.26004 -14.42908  -0.007
H: 0.68943 -20.24137 -10.77923  0.000
H: -3.17675 -14.87483 -9.79977  0.001


Entry from the Open Molecules 2025 dataset: a cluster of 3 separate species, C39H66N3O7PSSi in total at a distorted geometry (the ωB97M-V functional and the def2-TZVPD basis).

* relative energy (zero: lowest compared OMol25 entry of this formula, charge and spin): 0.00 kcal/mol
* total charge: 0
* Kohn-Sham gap: 8.036 eV
* highest occupied orbital energy: -8.089 eV

Last column: Mulliken charge in e.
CARTESIAN COORDINATES (ANGSTROEM)
H: -2.98636 -3.81873 -1.37543  0.146
C: -3.77573 2.18564 5.79589  -0.371
H: -7.89444 -1.72463 -3.29653  0.371
H: -7.98045 -0.05930 -5.00324  0.419
H: -3.60224 1.71267 6.77259  0.387
C: 1.00377 -3.44036 0.26662  0.530
H: -6.45778 5.79448 4.87516  0.344
H: 4.29205 5.39396 2.24050  0.423
O: -5.86140 -1.82461 -3.11575  -0.287
H: -5.28489 -0.39165 -1.71637  0.424
H: -7.24839 4.70176 3.72359  0.365
N: 1.83795 -1.45737 1.47923  1.690
C: 0.76912 -2.26900 0.95538  -0.957
H: 5.99378 1.78209 -0.57207  0.486
C: -3.98313 3.66963 6.02165  -0.325
C: 7.66535 -2.01680 -2.48390  -1.258
H: -0.38039 -0.52564 3.32819  0.051
H: 5.20980 4.03261 1.66778  0.189
H: -4.95747 4.99460 3.14665  0.418
C: 4.44980 -2.11525 -1.15009  -0.147
C: -1.58474 -2.54164 0.63209  -0.759
O: -6.04743 0.42539 -5.15627  -0.459
H: -2.86914 2.03585 5.19832  0.216
H: 3.02885 1.93078 4.29274  0.304
H: 8.43914 0.74706 -2.92244  0.478
H: -2.15690 -5.34620 -1.22660  0.337
H: 8.67540 -1.62900 -2.62460  0.482
C: 4.46194 0.22496 -0.55518  -0.034
H: -4.34864 -0.25505 -4.17257  0.025
C: 5.63111 -0.66577 -4.29007  -1.228
C: 3.72198 1.33453 2.36021  -0.281
C: 4.24509 4.31593 2.08676  -0.840
H: 5.96063 -1.58328 -4.78392  0.394
H: -4.82957 3.85000 6.68747  0.092
H: -3.14036 -0.97273 -6.19129  0.366
O: -4.88948 1.56126 5.19451  -0.341
H: 4.44564 2.31621 -0.00647  -0.531
H: 7.73405 -4.50893 -1.30153  0.246
H: 5.95368 0.15619 -4.93048  0.435
H: -4.52493 -3.31782 -7.77235  0.291
C: 4.92869 1.65538 -0.73109  -0.305
H: -8.54127 4.80401 6.59229  0.294
H: 2.89086 -2.27999 4.84910  0.514
H: -7.14002 -0.23071 -2.73658  0.331
C: 4.01817 3.61033 3.44117  -0.717
H: -4.34161 -0.27869 4.41404  0.280
H: 3.79746 0.40356 2.92522  0.232
H: -2.58985 -2.15761 0.76296  0.670
H: -3.74527 1.13035 3.49904  0.419
C: 3.44207 0.01177 0.38048  -1.505
C: -5.22022 -1.46607 -1.91070  -0.726
C: -4.23482 -0.89629 -6.23665  -0.524
Si: 6.43672 -0.58647 -2.57444  0.335
N: 6.91243 -4.85730 -1.78071  -0.578
C: 3.13246 2.11807 -2.38460  -0.832
H: -3.24597 -4.75867 0.10315  0.339
H: 0.09366 0.68739 1.48883  -0.021
H: -4.16541 -1.72916 -2.00138  0.085
O: -2.22912 0.18269 1.99053  -0.695
H: 2.10591 2.65805 2.95949  0.446
H: 7.05532 1.78454 -2.90660  0.307
H: 5.19038 2.56122 -2.80953  0.377
H: 2.68332 1.47176 -3.13193  0.216
C: -1.35610 -3.72372 -0.06877  0.925
H: 4.97704 3.30033 3.85596  0.351
H: 7.76628 1.21896 -1.35962  0.394
H: 2.69018 1.86743 0.65228  0.552
H: 3.93075 -3.91060 -2.12986  0.783
O: -6.97247 3.90740 5.58185  -0.285
S: 2.69815 -3.91789 0.06507  -0.398
C: 2.26388 -1.87677 2.71084  -0.410
H: 2.45950 2.71514 -1.76576  0.278
H: 5.09640 -5.20589 -0.84147  0.445
H: -6.98980 -1.38330 -5.56455  0.089
H: 0.16232 -5.07742 -0.81020  0.361
H: -5.45678 0.70060 3.43810  0.291
H: 4.54529 -0.73087 -4.23358  0.349
H: 5.29988 -3.15029 -2.89077  0.378
H: 6.95741 -5.85771 -1.62415  0.280
C: -4.67342 0.07590 -5.16076  -0.227
H: 7.64818 -2.37341 -1.45176  0.174
C: -0.52773 -1.80933 1.14175  -0.117
C: 7.51225 0.95013 -2.38094  -1.337
H: 3.43393 4.10332 1.39077  0.185
H: -5.65165 -2.01982 -1.06993  0.319
H: 4.75908 1.58792 2.09960  0.372
C: -4.57776 0.73789 4.08268  -0.797
C: -6.51744 4.75273 4.54147  -0.533
P: -0.80820 -0.25172 2.01272  0.715
C: 4.84846 -3.36030 -1.92523  -1.888
N: 2.87582 1.03841 1.20308  0.249
H: -7.36268 3.91371 7.57203  0.234
O: -4.06385 4.47037 4.85522  -0.469
H: -5.78848 -2.05405 -7.85993  0.386
C: 3.10371 2.38743 3.30487  -0.920
C: 3.42571 -2.30525 -0.21356  0.736
C: -7.01988 -0.55839 -4.84999  -0.292
H: 3.53862 4.30743 4.12993  0.401
H: -5.21854 3.31940 3.56822  0.052
C: 5.71913 -4.34208 -1.07787  -0.705
C: 5.01342 -0.83044 -1.31652  1.796
H: 7.45253 -2.81894 -3.17951  0.489
H: 5.94057 -3.86707 -0.11893  0.322
H: -6.92645 5.50187 6.92030  0.380
C: -7.01981 -1.07395 -3.42569  -0.508
H: -6.05294 -3.51655 -6.89669  0.233
H: -4.14941 1.01544 -5.35503  0.418
C: -2.51543 -4.49341 -0.65655  -1.237
H: -3.09821 4.03481 6.55054  0.415
C: -7.47624 4.57820 6.71493  -0.805
C: -0.05606 -4.17835 -0.24979  -0.783
C: -5.30351 -2.78977 -7.21137  -0.815
C: 2.91461 -1.26258 0.54343  -0.855
H: -4.50358 -0.49459 -7.21947  0.349
O: -4.76782 -2.19453 -6.04985  -0.270
C: 4.47399 2.16314 -2.09847  -0.355
C: 2.57208 -2.08593 3.85572  -0.493
C: -5.17407 4.32689 3.98495  -0.234